No. 1
Below is a 7-piece molecular cluster, C17H48N2O7 overall at a distorted geometry, with properties calculated with wB97M-V/def2-TZVPD.

```
74
Properties=species:S:1:pos:R:3:lowdin_charge:R:1
C 29.9090 10.4320 18.9860 -0.1656
O 29.1640 9.2850 19.2400 -0.1375
H 29.4900 10.9710 18.1150 0.0680
H 30.9980 10.1510 18.8900 0.1079
H 29.8580 11.2390 19.7620 0.0899
H 29.1790 8.6620 18.4690 0.1273
C 27.9490 14.2340 19.7780 -0.6181
O 29.2490 13.8260 19.7350 -0.1189
N 27.0220 13.5620 20.4280 0.1692
N 27.5140 15.3440 19.2720 0.1872
H 27.3970 12.5880 20.5960 0.0470
H 26.0470 13.7340 20.5070 0.0439
H 28.1560 15.9790 18.9170 0.0840
H 26.5330 15.6380 19.4370 0.0853
C 25.0640 12.6120 17.7400 -0.0174
C 24.6840 11.3490 18.4950 -0.6544
C 25.5520 10.1680 18.3480 -0.0550
O 24.5980 11.6240 19.7110 -0.0115
H 25.6690 13.2300 18.3810 0.0517
H 24.1750 13.2700 17.6380 0.0937
H 25.5230 12.3710 16.7660 0.0823
H 23.6610 10.9390 18.1230 0.1717
H 25.4150 9.4410 19.1980 0.0819
H 26.6580 10.4460 18.3530 0.0858
H 25.4300 9.5820 17.3970 0.1000
H 25.5320 11.6700 20.0330 0.0954
C 28.2700 12.6340 16.4830 -0.0315
C 27.5380 13.8480 15.9400 -0.6734
C 28.6390 14.8800 15.5420 -0.0511
O 26.8590 13.7280 14.9400 0.0395
H 27.6610 11.9140 16.9460 0.0240
H 28.9500 12.8990 17.2980 0.0656
H 28.9330 12.1740 15.6670 0.1215
H 26.9130 14.3510 16.6720 0.1055
H 28.3210 15.8230 15.0010 0.0865
H 29.5030 14.4220 15.0240 0.0833
H 28.9640 15.3400 16.4880 0.0601
H 26.3410 14.4750 14.6870 0.1176
C 24.2570 14.4570 23.5510 -0.0079
C 23.9890 14.8420 22.0050 -0.6086
C 24.6340 16.1470 21.6040 -0.0202
O 24.3840 14.0000 21.1940 -0.0313
H 25.2880 14.4430 23.7810 0.0474
H 23.6730 13.5770 23.8670 0.0750
H 24.0240 15.3470 24.2100 0.0846
H 22.9800 14.9530 21.7420 0.1224
H 25.6840 15.8520 21.2470 0.0954
H 24.6410 16.9630 22.3190 0.0843
H 24.0770 16.4740 20.7080 0.0686
H 24.0000 13.1450 21.3840 0.1163
C 26.7720 11.2690 22.9630 -0.0308
C 27.4320 10.4930 21.8360 -0.5500
C 26.5560 9.2720 21.4790 -0.0223
O 27.6770 11.1930 20.7830 -0.0631
H 27.3780 12.1210 23.4670 0.1156
H 26.6760 10.5090 23.7300 0.0719
H 25.7710 11.7880 22.7090 0.0955
H 28.4130 10.1790 22.1500 0.1482
H 26.9370 8.6460 20.6220 0.1010
H 25.5980 9.6590 21.2720 0.0549
H 26.6160 8.7510 22.3550 0.0454
H 28.2690 10.7160 20.1980 0.0579
C 26.5010 17.4990 16.9900 -0.0404
C 25.3240 17.7210 17.9180 -0.6313
C 24.4660 16.4350 17.8270 -0.0282
O 25.6920 17.8440 19.0940 0.0058
H 26.0770 17.2540 15.9950 0.0909
H 27.1670 16.6360 17.1800 0.0503
H 27.1880 18.3020 16.8620 0.0705
H 24.6090 18.4840 17.6470 0.1396
H 24.3880 16.0660 16.8850 0.0401
H 23.4750 16.5750 18.3720 0.1121
H 24.8020 15.6710 18.4790 0.0335
H 26.2470 18.6740 19.0630 0.1655
```

## Properties
SMILES string: NC(N)=O.CC(C)O.CC(C)O.CC(C)O.CC(C)O.CC(C)O.CO
Charge: 0
Kohn-Sham gap: 9.226 eV

No. 2
Below is a 7-piece molecular cluster, C17H48O7 overall at a distorted geometry, with properties calculated with wB97M-V/def2-TZVPD.

```
72
Properties=species:S:1:pos:R:3:lowdin_charge:R:1
C 3.5902 0.4087 -3.2246 -0.1511
O 3.9143 1.3613 -4.2358 -0.1272
H 4.4529 -0.2251 -3.0152 0.0810
H 3.2675 1.0663 -2.4170 0.0405
H 2.7234 -0.2424 -3.3950 0.0782
H 3.8804 0.9462 -5.1029 0.0732
C -0.0919 -1.3907 -1.3498 -0.1425
O -0.6940 -2.0177 -0.2390 -0.1216
H -0.2574 -2.0363 -2.2115 0.0893
H -0.6340 -0.4792 -1.6487 0.0576
H 0.9397 -1.0450 -1.2518 0.0618
H -0.6530 -1.3889 0.4984 0.0480
C 4.7078 0.5853 0.5949 -0.0549
C 4.3884 -0.8044 1.1109 -0.4836
C 2.9221 -1.0095 1.4004 -0.0596
O 4.7847 -1.7358 0.0852 -0.0557
H 5.6608 0.7116 0.0855 0.0797
H 4.5946 1.3494 1.3708 0.0840
H 3.9286 0.8163 -0.1387 0.0576
H 4.8762 -1.0017 2.0746 0.1322
H 2.4813 -0.1808 1.9670 0.0762
H 2.7566 -1.9352 1.9494 0.0840
H 2.2240 -0.9826 0.5563 0.0614
H 5.7436 -1.7005 0.0225 0.0818
C 1.3533 3.8723 -2.9454 -0.0486
C 1.7376 3.7775 -1.4715 -0.4587
C 1.1077 2.5474 -0.8553 -0.0587
O 3.1524 3.5537 -1.2942 -0.0736
H 1.9118 4.7245 -3.3517 0.0802
H 0.2843 4.0168 -3.0803 0.0758
H 1.7401 3.0249 -3.5147 0.0754
H 1.5979 4.7247 -0.9447 0.1337
H 0.0309 2.4291 -0.9831 0.0587
H 1.4020 2.4226 0.1888 0.0751
H 1.4805 1.6428 -1.3462 0.0612
H 3.7001 3.9703 -1.9661 0.0871
C -3.4278 -4.9773 3.0477 -0.0593
C -3.0918 -3.9487 2.0000 -0.4916
C -3.4879 -2.5247 2.3423 -0.0442
O -1.7049 -4.0768 1.6418 -0.0590
H -4.4947 -4.9386 3.2849 0.0818
H -2.9386 -4.6494 3.9740 0.0817
H -3.1765 -6.0054 2.8106 0.0795
H -3.5801 -4.2697 1.0668 0.1331
H -2.9122 -1.7845 1.7899 0.0618
H -3.4205 -2.3249 3.4143 0.0712
H -4.5357 -2.4003 2.0556 0.0850
H -1.3901 -3.3012 1.1635 0.0305
C -2.4065 1.6688 -2.3927 -0.0830
C -3.0970 0.5991 -3.2477 -0.4765
C -4.5187 0.4627 -2.7398 -0.0704
O -3.1142 0.9784 -4.6248 -0.0470
H -2.4844 1.3619 -1.3502 0.0757
H -2.7590 2.6997 -2.5314 0.0851
H -1.3724 1.9118 -2.6656 0.0565
H -2.5579 -0.3360 -3.1122 0.1282
H -5.0903 -0.3248 -3.2344 0.0813
H -5.1329 1.3613 -2.8467 0.0833
H -4.4695 0.2448 -1.6690 0.0776
H -3.6967 1.7422 -4.6848 0.0836
C -1.1617 -0.3641 4.7601 -0.0503
C -1.1204 0.1092 3.3222 -0.4884
C -0.5231 1.5023 3.1887 -0.0497
O -0.3422 -0.7859 2.5227 -0.0707
H -1.5616 0.3740 5.4569 0.0851
H -0.1594 -0.5994 5.1251 0.0910
H -1.7927 -1.2514 4.8440 0.0688
H -2.1348 0.1534 2.9153 0.1230
H -0.3104 1.7964 2.1601 0.0660
H 0.4563 1.5812 3.6704 0.0848
H -1.2107 2.1925 3.6777 0.0829
H -0.2846 -1.6524 2.9432 0.0942
```

## Properties
SMILES string: CC(C)O.CC(C)O.CC(C)O.CC(C)O.CC(C)O.CO.CO
Charge: 0
Kohn-Sham gap: 10.301 eV

no.,E_HOMO (eV)
1,-8.7
2,-9.7